(1)
This record from the Open Molecules 2025 dataset describes 9 unconnected molecules or ions with the total composition C16H24BrCl24NO3P2S2 at a distorted geometry. The level of theory is the ωB97M-V functional and the def2-TZVPD basis.

```
73
Properties=species:S:1:pos:R:3:forces:R:3
C -0.44050 -3.29042 -2.45975 -0.1 -1.5 0.4
C -2.07657 -3.38427 -2.42176 -0.2 0.7 -1.0
C -2.83306 -1.93300 -2.76706 -0.6 -1.0 -0.3
C -2.53087 -1.49361 -4.31360 -0.6 -0.1 -0.7
C -2.57623 -0.77897 -1.63726 -1.5 -0.4 0.1
C -3.94129 0.09887 -1.39759 -5.3 0.5 -0.9
O -5.24064 -0.23825 -1.49834 8.4 1.7 0.5
N -3.57583 1.53066 -1.05648 0.9 -2.1 -1.5
C -2.06402 1.54410 -0.76256 -0.8 -1.7 -1.9
P -1.44400 3.36804 -1.01926 -0.4 1.5 1.5
S -2.75607 4.66647 -0.32309 0.2 -0.6 -0.7
P -1.99550 1.03051 1.08678 0.4 1.3 3.6
O -1.06044 -0.41490 1.37800 -2.9 1.3 -0.2
O -3.65277 0.89025 1.71061 3.1 -2.8 -2.0
S -1.17391 2.45963 2.18217 -0.8 -1.3 -1.2
C -1.52561 0.44646 -1.90378 -1.4 1.3 0.5
Br 0.44366 0.11048 -1.96590 -1.4 0.2 0.4
H -0.03799 -3.12755 -1.35415 -0.7 0.0 -2.6
H -0.00191 -2.53319 -3.23748 -1.1 -1.3 1.7
H -0.05423 -4.36962 -2.78984 -0.8 2.5 0.7
H -2.52424 -3.80338 -1.41543 1.2 0.8 -1.9
H -2.38978 -4.13381 -3.28725 0.4 1.6 1.8
H -3.99684 -2.19511 -2.71649 2.5 0.8 0.1
H -1.70438 -2.16182 -4.82183 -1.6 1.3 1.2
H -3.53999 -1.63489 -4.93580 2.3 0.3 1.3
H -2.21373 -0.37958 -4.47213 -0.6 -2.1 0.5
H -2.49018 -1.37972 -0.61142 0.6 1.5 -2.0
H -3.87296 2.21372 -1.81096 0.2 -0.9 1.4
H -0.20382 3.64124 -0.30498 -0.7 -1.1 -0.9
H -1.17344 3.65825 -2.41759 0.0 -1.0 0.7
H -1.26678 -0.67393 2.32491 0.5 0.5 -1.3
H -3.91805 -0.07902 1.55403 0.1 1.9 0.3
H -1.71584 1.08173 -2.89643 0.2 -2.0 2.0
C 1.25467 -5.46522 -0.02065 0.1 -0.1 0.0
Cl 1.91031 -6.80559 0.93483 -0.1 0.1 -0.3
Cl 2.23452 -5.19876 -1.47283 -0.1 0.0 0.4
Cl -0.43311 -5.78032 -0.45825 0.1 -0.2 0.3
H 1.28885 -4.55867 0.58897 0.0 -0.3 -0.3
C 2.18701 5.02795 1.92450 -0.2 0.0 0.2
Cl 2.32365 3.76432 0.69001 0.1 0.1 -0.1
Cl 1.85992 6.59901 1.17303 0.1 -0.2 0.1
Cl 0.91891 4.62137 3.09327 0.5 0.3 -0.2
H 3.13887 5.09279 2.45779 -0.4 -0.1 -0.3
C 2.43299 -0.71964 2.81922 0.1 0.2 -0.2
Cl 2.56963 -1.98326 1.58473 0.1 0.3 0.0
Cl 2.10591 0.85143 2.06776 0.1 -0.4 0.3
Cl 1.16490 -1.12621 3.98799 0.1 0.1 0.1
H 3.38486 -0.65480 3.35252 -0.3 -0.1 -0.2
C 1.61347 -5.02064 4.68938 -0.1 -0.1 0.0
Cl 1.25833 -6.74835 4.85755 0.0 0.2 0.0
Cl 3.31547 -4.69636 5.06079 -0.2 0.0 0.0
Cl 1.21528 -4.45967 3.05655 -0.2 -0.1 0.7
H 0.99447 -4.47075 5.40290 0.2 -0.2 -0.3
C 2.71025 7.42355 5.39996 -0.2 0.1 0.2
Cl 1.73284 8.76136 4.77200 0.2 -0.2 0.1
Cl 1.67155 6.16470 6.09012 0.2 0.3 0.1
Cl 3.73801 6.75101 4.12294 0.2 0.3 0.4
H 3.35522 7.81082 6.19285 -0.2 -0.2 -0.3
C 5.67704 -0.30285 -0.94492 0.0 0.1 -0.1
Cl 6.12822 -1.58886 0.18733 0.0 0.2 -0.1
Cl 6.28471 -0.66328 -2.56996 0.0 0.1 0.2
Cl 3.91867 -0.08652 -0.97214 0.3 0.1 0.0
H 6.13359 0.63050 -0.60570 -0.2 -0.3 -0.1
C -6.11273 6.48974 1.21031 0.1 -0.1 0.0
Cl -7.30401 7.80033 1.15946 0.1 -0.1 0.0
Cl -4.50694 7.12379 1.60950 -0.2 -0.1 -0.1
Cl -6.60046 5.25064 2.37914 0.1 0.1 -0.2
H -6.06479 6.02928 0.22020 0.0 0.1 0.3
C 4.46380 -5.02183 -4.72351 0.1 0.0 0.0
Cl 5.04156 -4.26069 -6.21557 0.0 -0.1 0.2
Cl 4.84880 -4.01094 -3.32001 0.0 -0.1 -0.2
Cl 2.72009 -5.32308 -4.81357 0.2 0.0 -0.1
H 4.97349 -5.98164 -4.60679 -0.2 0.3 0.0
```
Forces are in eV/Å.

As for the molar mass: 1335.2 g mol⁻¹. As for the gap between HOMO and LUMO: 7.923 eV. As for the largest force on an atom: 8.57 eV Å⁻¹. The calculation puts the LUMO energy at -0.41 eV. The SMILES is CC[C@H](C)[C@@H]1C(=O)N[C@@]([PH2]=S)(P(O)(O)=S)[C@H]1Br.ClC(Cl)Cl.ClC(Cl)Cl.ClC(Cl)Cl.ClC(Cl)Cl.ClC(Cl)Cl.ClC(Cl)Cl.ClC(Cl)Cl.ClC(Cl)Cl. Its HOMO energy is -8.34 eV.

=====

(2)
This record from the Open Molecules 2025 dataset describes a gas-phase ion, C16H24BrF5N5O4S (charge +1) at a distorted geometry. The level of theory is the ωB97M-V functional and the def2-TZVPD basis.

```
56
Properties=species:S:1:pos:R:3:forces:R:3
C 1.96659 0.75735 3.84430 1.1 -0.9 0.9
C 1.17087 1.09266 3.03677 -0.7 0.7 -1.1
C 0.32761 1.61074 1.97168 -0.2 0.0 1.0
N 0.85163 1.12103 0.67587 -0.8 -0.1 -0.6
C 0.83924 -0.29638 0.69624 0.0 0.9 0.2
N 1.95760 -0.88910 0.44722 0.0 -0.1 0.0
N 3.18167 -0.26306 0.23754 0.2 -0.3 0.1
C 3.47324 0.00804 -1.18378 1.1 -0.6 -0.2
C 4.84182 -0.59196 -1.58600 0.1 0.3 0.1
C 5.70072 0.39747 -2.38920 -0.6 -0.6 0.4
N -0.36860 -0.90423 0.92164 1.0 -1.0 -0.5
C -0.33097 -2.32630 1.29509 -0.2 -0.1 0.4
C -1.28246 -2.70579 2.42407 0.0 -0.2 -0.5
N -1.66925 -3.89021 2.58048 0.0 -0.1 0.4
C -1.25857 -0.52900 -0.22575 -1.1 0.5 0.4
O -0.74578 -0.95142 -1.44802 0.5 0.1 0.1
C -2.71823 -0.96679 -0.12170 -0.1 -0.3 0.1
Br -3.53177 -0.35783 1.53411 0.1 0.0 0.0
C -3.05989 -2.42759 -0.43435 -0.4 0.2 0.2
C -4.40102 -2.50302 -1.17647 0.7 -0.1 0.3
O -1.30275 0.87144 -0.25289 0.2 -0.2 -0.5
C -0.04343 1.43381 -0.45547 0.1 0.6 1.0
S -0.29731 3.23951 -0.67844 1.6 1.0 -1.6
O -0.36984 3.45243 -2.08915 -0.8 -0.4 0.0
O 0.74372 3.96706 -0.02679 -0.3 -0.4 1.1
C -1.94828 3.69628 0.05070 -0.6 0.6 0.4
F -1.86502 5.02684 0.21463 0.1 -0.5 -0.2
F -2.12000 3.14373 1.26353 0.3 -0.1 -0.4
C -3.19795 3.38068 -0.86954 -0.7 -0.2 0.2
F -2.90844 2.48735 -1.82581 -0.2 0.5 0.4
F -3.66576 4.50512 -1.41673 0.4 -0.8 0.2
F -4.15629 2.85203 -0.08089 0.5 0.3 -0.6
H 2.68463 0.34987 4.51060 0.0 0.1 0.3
H -0.69709 1.30315 2.17710 -0.2 -0.1 -0.3
H 0.35873 2.69259 2.01706 0.2 0.2 -0.4
H 1.99207 -1.89864 0.40657 0.1 -0.1 0.0
H 3.25914 0.55136 0.83039 -0.3 0.1 0.0
H 2.73338 -0.46545 -1.81876 -0.5 0.2 0.0
H 3.51752 1.07468 -1.37541 -0.4 0.3 0.1
H 4.71429 -1.51399 -2.14596 -0.2 -0.1 -0.1
H 5.34886 -0.86633 -0.66805 0.2 -0.1 0.1
H 6.22655 1.04291 -1.69734 0.2 0.3 -0.1
H 6.40566 -0.14485 -3.00497 0.3 0.1 -0.1
H 5.05303 0.98972 -3.02600 0.1 0.2 -0.3
H 0.65369 -2.59943 1.66482 0.2 0.2 0.1
H -0.52857 -2.99923 0.46162 -0.1 0.0 -0.3
H -1.62702 -1.93266 3.09665 0.1 0.2 0.1
H -1.27548 -4.51966 1.87986 -0.1 -0.1 -0.1
H -0.33129 -1.81597 -1.36546 -0.1 -0.2 -0.1
H -3.20918 -0.36504 -0.87481 0.1 0.3 -0.2
H -3.13474 -2.97166 0.50109 0.1 -0.2 0.1
H -2.30389 -2.91226 -1.04729 0.3 0.1 -0.1
H -5.19898 -2.30783 -0.47154 -0.4 0.0 -0.1
H -4.49271 -3.48542 -1.62369 -0.3 -0.2 0.1
H -4.41391 -1.78080 -1.98486 -0.1 0.2 -0.1
H 0.45220 1.13407 -1.37451 -0.1 -0.1 -0.3
```
Forces are in eV/Å.

As for the molar mass: 557.4 g mol⁻¹. As for the gap between HOMO and LUMO: 9.178 eV. As for the largest force on an atom: 2.44 eV Å⁻¹. The calculation puts the LUMO energy at -4.10 eV. The SMILES is [H]/N=C\C[N+]1=C(NNCCC)N(CC#C)[C@H](S(=O)(=O)C(F)(F)C(F)(F)F)O[C@]1(O)[C@H](Br)CC. Its HOMO energy is -13.28 eV. As for the charge: +1.

=====

(3)
This record from the Open Molecules 2025 dataset describes 8 unconnected molecules or ions with the total composition C16H24Cl21N2. The level of theory is the ωB97M-V functional and the def2-TZVPD basis.

```
63
Properties=species:S:1:pos:R:3:forces:R:3
C -4.01955 0.14954 -4.26844 0.1 0.1 0.3
C -4.33322 -0.62011 -2.96344 0.3 -0.3 -0.6
C -3.08867 -1.04122 -2.16954 0.2 0.2 0.4
C -2.73865 -0.14480 -0.96355 -0.2 -0.1 -0.1
C -3.03785 1.34028 -1.19160 0.1 0.0 0.2
C -2.23022 2.32020 -0.31292 0.0 0.4 -0.7
C -0.77728 2.00876 -0.24991 -0.2 0.0 0.4
C -0.12895 1.31517 0.71193 -0.4 0.1 0.1
N 1.18737 1.21573 0.33423 0.0 -0.2 0.5
C 1.35902 1.83551 -0.81790 0.3 0.0 -0.1
N 0.18141 2.32857 -1.18713 -0.2 0.1 -0.3
H -2.94249 0.26530 -4.41377 0.0 0.0 0.0
H -4.45818 1.14705 -4.25997 0.0 0.0 -0.1
H -4.39165 -0.38848 -5.13892 -0.1 0.1 0.0
H -4.85486 -1.53100 -3.25917 -0.2 0.1 0.2
H -5.01079 -0.03051 -2.34743 -0.1 -0.2 0.1
H -3.18353 -2.06460 -1.79934 -0.1 0.0 0.0
H -2.20841 -1.05190 -2.82012 -0.2 0.0 -0.2
H -1.68549 -0.32483 -0.73441 0.0 0.1 0.0
H -3.28763 -0.46968 -0.07547 0.0 0.0 0.0
H -4.08646 1.52811 -0.95427 0.0 0.0 -0.2
H -2.91383 1.62014 -2.24052 0.1 -0.1 0.0
H -2.34880 3.31484 -0.75561 0.0 0.0 0.2
H -2.61740 2.39081 0.70321 0.0 -0.2 0.0
H -0.59003 0.92442 1.60198 0.4 -0.3 0.1
H 1.90564 0.71722 0.85849 0.1 0.1 -0.3
H 2.29320 1.91266 -1.34766 0.0 0.0 0.0
H 0.00725 2.83316 -2.04358 0.1 0.0 0.0
C -2.22080 -2.42868 2.41435 -0.1 0.0 -0.1
Cl -2.37548 -0.79086 3.05692 0.0 0.0 0.0
Cl -3.70228 -2.91163 1.59913 0.0 0.0 0.0
Cl -0.83556 -2.54444 1.32037 0.1 0.0 0.0
H -2.04282 -3.10011 3.24375 0.0 0.0 0.0
C 4.13237 -1.54180 0.05067 0.0 0.0 -0.1
Cl 3.49816 -0.75416 1.51323 0.1 -0.1 0.2
Cl 3.78046 -0.57260 -1.38482 0.0 -0.3 -0.1
Cl 5.85024 -1.82851 0.21825 0.0 0.1 0.0
H 3.62429 -2.49099 -0.05715 0.0 0.0 0.0
C 4.38514 3.88765 -0.13139 0.1 0.1 0.1
Cl 4.92333 2.20425 0.02531 -0.1 0.2 0.0
Cl 5.13553 4.90725 1.08320 0.0 0.0 0.0
Cl 4.69099 4.48314 -1.75977 0.0 0.0 0.0
H 3.31535 3.91033 0.03339 0.0 0.0 0.0
C -7.97253 2.03166 -4.40425 0.0 0.0 0.0
Cl -6.90117 2.07532 -5.80298 0.0 0.0 0.0
Cl -8.95879 0.57628 -4.40666 0.0 0.0 0.0
Cl -7.04908 2.16228 -2.89825 0.0 0.0 0.0
H -8.63041 2.88847 -4.45848 0.0 0.0 0.0
C -4.90818 1.10264 5.96000 0.0 -0.1 0.0
Cl -6.48586 0.54714 5.41801 0.0 0.0 0.0
Cl -3.88300 -0.25429 6.42092 0.0 0.0 0.0
Cl -4.12862 2.08541 4.70950 0.0 0.0 0.0
H -5.04785 1.72903 6.83066 0.0 0.0 0.0
C 7.99117 -5.05855 0.16791 0.0 0.0 0.0
Cl 9.13759 -5.07891 -1.16558 0.0 0.0 0.0
Cl 6.98867 -6.50656 0.17052 0.0 0.0 0.0
Cl 8.81866 -4.86008 1.71593 0.0 -0.1 0.0
H 7.34261 -4.20291 0.04316 0.0 0.0 -0.1
C 9.87414 -2.31115 4.44818 0.0 0.0 0.0
Cl 11.61457 -2.49216 4.62809 0.0 0.0 0.0
Cl 9.04428 -2.57000 5.98160 0.0 0.0 0.0
Cl 9.46724 -0.73152 3.76954 0.0 0.0 0.0
H 9.52766 -3.06129 3.75157 0.0 0.0 0.0
```
Forces are in eV/Å.

As for the molar mass: 988.9 g mol⁻¹. As for the gap between HOMO and LUMO: 9.834 eV. As for the largest force on an atom: 0.83 eV Å⁻¹. The calculation puts the LUMO energy at -2.59 eV. Its HOMO energy is -12.42 eV. As for the charge: +1.

=====

(4)
This record from the Open Molecules 2025 dataset describes a single C16H24ClNO molecule. The level of theory is the ωB97M-V functional and the def2-TZVPD basis.

```
43
Properties=species:S:1:pos:R:3:forces:R:3
C -4.64974 -0.08117 -1.82249 -0.1 -0.2 0.2
C -4.87653 -0.46022 -0.36368 0.0 0.2 0.0
C -4.39365 0.60767 0.61954 0.1 -0.1 -0.1
C -2.89250 0.89654 0.56692 -0.2 -0.2 0.1
C -2.03729 -0.31687 0.92901 0.1 0.3 0.0
C -0.57112 0.03850 1.17128 -0.1 -0.1 -0.3
C 0.13087 0.51941 -0.09937 -0.3 0.1 0.2
N 1.53614 0.80588 0.14465 -0.1 -0.3 -0.2
C 1.90149 2.07379 0.42469 0.4 0.2 0.0
O 1.11476 2.99901 0.45419 -0.1 0.2 0.1
C 3.38540 2.30847 0.68867 0.0 0.2 0.1
H 3.53324 3.36735 0.89924 -0.1 -0.2 0.0
H 3.75267 1.69832 1.51311 0.0 0.1 -0.1
Cl 4.36475 1.90381 -0.74158 0.2 0.2 -0.1
C 2.41319 -0.31111 0.22527 0.2 -0.3 0.2
C 2.80707 -0.77185 1.47667 0.0 0.0 -0.1
C 3.63733 -1.87104 1.58911 0.1 0.0 0.1
C 4.07242 -2.51785 0.44495 0.0 0.0 0.0
C 3.67710 -2.06127 -0.79836 -0.1 0.0 0.0
C 2.84468 -0.95651 -0.93428 -0.1 0.0 0.1
C 2.44148 -0.48386 -2.29695 0.0 0.0 0.0
H 1.61809 -1.08820 -2.67990 -0.1 0.0 -0.1
H 2.12684 0.55607 -2.27572 0.0 0.0 -0.1
H 3.27561 -0.58213 -2.98795 0.0 0.0 -0.1
H 4.02374 -2.56446 -1.68931 0.0 0.0 -0.1
H 4.72216 -3.37651 0.52239 0.1 -0.1 0.0
H 3.94010 -2.22118 2.56432 0.0 0.0 0.1
H 2.45292 -0.26031 2.36077 -0.1 0.0 0.1
H -0.32387 1.44654 -0.45192 0.0 -0.2 -0.1
H 0.06013 -0.24558 -0.87579 0.0 0.0 0.0
H -0.50379 0.82358 1.92734 0.1 0.0 0.1
H -0.04714 -0.84434 1.54804 0.0 0.0 0.0
H -2.09364 -1.06460 0.13554 -0.1 -0.1 0.0
H -2.43687 -0.76895 1.84012 -0.1 -0.1 0.0
H -2.62822 1.25681 -0.42692 0.1 0.1 0.0
H -2.67499 1.70090 1.27337 0.1 0.1 0.0
H -4.65614 0.29075 1.63231 0.0 0.1 0.1
H -4.93138 1.53705 0.41646 -0.1 0.0 0.1
H -5.94683 -0.61069 -0.20167 0.0 -0.1 0.0
H -4.38023 -1.40879 -0.15164 -0.1 -0.1 0.0
H -5.09575 0.88765 -2.03704 0.0 0.1 -0.1
H -3.58900 -0.03037 -2.05409 0.1 0.0 -0.1
H -5.10349 -0.82025 -2.47931 0.0 0.0 -0.1
```
Forces are in eV/Å.

As for the molar mass: 281.8 g mol⁻¹. As for the gap between HOMO and LUMO: 9.925 eV. As for the largest force on an atom: 0.46 eV Å⁻¹. The calculation puts the LUMO energy at 0.76 eV. The SMILES is CCCCCCCN(C(=O)CCl)c1ccccc1C. Its HOMO energy is -9.16 eV.